11
Properties=species:S:1:pos:R:3:nbo_charge:R:1 method="wB97M-V/def2-TZVPD" total_energy_ev=-10145.5621 smiles="NC1=N[NH2+]C([O-])=N1" lumo_energy_ev=0.7 mol_weight_g_mol=100.1 orbital_gap_ev=10.00 spin_multiplicity=1 relative_energy_kj_mol=151.7
N 2.099 0.337 -0.022 -0.78
C 0.767 0.109 0.003 0.55
N 0.246 -0.929 0.661 -0.45
N -1.146 -0.767 0.333 -0.49
C -1.268 0.595 -0.361 0.74
O -2.416 0.988 -0.295 -0.63
N -0.050 1.011 -0.628 -0.63
H 2.739 -0.371 0.300 0.41
H 2.438 1.036 -0.664 0.41
H -1.445 -1.553 -0.247 0.42
H -1.964 -0.456 0.920 0.45

11
Properties=species:S:1:pos:R:3:nbo_charge:R:1 method="wB97M-V/def2-TZVPD" total_energy_ev=-10141.3400 smiles=CNc1nnon1 lumo_energy_ev="0.4 / 0.4" mol_weight_g_mol=100.1 orbital_gap_ev="9.18 / 9.18" spin_multiplicity=1 relative_energy_kj_mol=559.1
C 0.334 -0.331 0.002 -0.39
N -0.714 0.718 0.041 -0.59
C -2.001 0.479 0.028 0.47
N -3.068 1.178 -0.057 -0.33
N -4.135 0.504 0.009 0.10
O -3.886 -0.793 0.125 -0.09
N -2.616 -1.128 0.160 -0.19
H 1.170 0.049 0.399 0.20
H -0.075 -1.007 0.707 0.23
H 0.627 -0.616 -0.948 0.20
H -0.562 1.540 -0.511 0.39